(1)
{"formula": "C32H38N10O2RhS3", "method": "the ωB97M-V functional and the def2-TZVPD basis", "symbols": ["Rh", "C", "C", "N", "N", "C", "N", "S", "C", "C", "C", "C", "C", "N", "H", "H", "H", "H", "H", "H", "H", "H", "H", "N", "C", "C", "N", "C", "H", "H", "H", "H", "N", "C", "C", "C", "C", "C", "C", "S", "O", "O", "N", "C", "S", "C", "C", "N", "H", "H", "H", "H", "H", "H", "H", "H", "C", "C", "C", "C", "C", "C", "C", "C", "C", "C", "C", "C", "N", "H", "H", "H", "H", "H", "H", "H", "H", "H", "H", "H", "H", "H", "H", "H", "H", "H"], "coordinates": [[0.6524, 0.3998, 0.7081], [-1.9678, -3.1570, 1.0412], [-0.7585, -2.4467, 0.5029], [-0.8203, -1.2456, 0.0346], [-2.0987, -0.7800, -0.1379], [-2.2150, 0.4693, -0.5067], [-3.4859, 0.8248, -0.9000], [-1.0278, 1.7136, -0.5429], [0.5494, -3.1449, 0.4436], [0.7973, -4.3207, 1.1582], [2.0075, -4.9700, 0.9854], [2.9407, -4.4396, 0.1105], [2.6187, -3.2531, -0.5368], [1.4648, -2.6254, -0.3780], [-2.1906, -2.7758, 2.0424], [-1.8331, -4.2342, 1.0985], [-2.8293, -2.9356, 0.4155], [-4.2062, 0.1696, -0.6392], [-3.7101, 1.8003, -0.8079], [0.0739, -4.7079, 1.8608], [2.2179, -5.8801, 1.5341], [3.8920, -4.9223, -0.0681], [3.3222, -2.7832, -1.2169], [2.1221, 4.4778, 1.8850], [2.3384, 4.5435, 0.5245], [2.1105, 3.2875, 0.0553], [1.7686, 2.4625, 1.1026], [1.7780, 3.2023, 2.1797], [2.2042, 5.2313, 2.5418], [2.6255, 5.4512, 0.0255], [2.1686, 2.9103, -0.9535], [1.5372, 2.8645, 3.1746], [3.7983, 7.4723, -2.2729], [3.6297, 6.1326, -2.6550], [4.7163, 5.2641, -2.6908], [4.5546, 3.9522, -3.1125], [3.3044, 3.4925, -3.4929], [2.2150, 4.3551, -3.4629], [2.3764, 5.6668, -3.0567], [3.0528, 1.7971, -3.9750], [2.0586, 1.8373, -5.0145], [4.3696, 1.2859, -4.3101], [2.4255, 1.1119, -2.6947], [3.1913, 0.5845, -1.7332], [4.9395, 0.2831, -1.8345], [4.9232, -0.3261, -0.2168], [3.6669, -0.2935, 0.2670], [2.6983, 0.2158, -0.5626], [4.5897, 7.6339, -1.6708], [2.9644, 7.9128, -1.9188], [5.6962, 5.6212, -2.3933], [5.3974, 3.2754, -3.1544], [1.2449, 3.9867, -3.7720], [1.5279, 6.3430, -3.0522], [5.8126, -0.6893, 0.2708], [3.3800, -0.6407, 1.2471], [-3.1260, 0.6069, 2.7792], [-2.3214, 1.4587, 3.7627], [-1.7517, 2.7110, 3.0998], [-1.2941, 0.6116, 4.4880], [-1.5889, 0.2406, 5.7892], [-0.7239, -0.5306, 6.5534], [0.4989, -0.8995, 6.0090], [0.8602, -0.5562, 4.7176], [2.2388, -0.9783, 4.2491], [3.1061, 0.2051, 3.8214], [2.1667, -2.0681, 3.1779], [-0.0734, 0.1536, 3.8775], [0.1581, 0.3387, 2.5774], [-3.8846, 1.2131, 2.2766], [-3.6287, -0.2107, 3.3012], [-2.4743, 0.1775, 2.0184], [-3.0097, 1.8063, 4.5416], [-1.0679, 2.4638, 2.2910], [-1.2260, 3.3277, 3.8349], [-2.5643, 3.3087, 2.6787], [-2.5275, 0.5746, 6.2196], [-0.9871, -0.8175, 7.5638], [1.2034, -1.4648, 6.6106], [2.7206, -1.4180, 5.1291], [2.6681, 0.7331, 2.9767], [4.1012, -0.1370, 3.5266], [3.2229, 0.9097, 4.6488], [1.6006, -1.7175, 2.3152], [1.6648, -2.9572, 3.5664], [3.1646, -2.3607, 2.8404]], "atomic_forces_ev_per_a": [[0.4, 0.6, -0.1], [0.0, 0.0, -0.1], [0.0, 0.1, -0.1], [-0.4, -0.3, 0.0], [0.0, 0.0, -0.1], [-0.1, 0.0, 0.0], [0.0, 0.0, 0.0], [0.1, -0.1, 0.1], [0.1, -0.1, 0.0], [0.0, 0.1, 0.0], [0.0, 0.0, 0.0], [0.0, 0.0, 0.0], [0.0, 0.0, 0.0], [-0.1, -0.1, -0.1], [0.0, 0.0, 0.0], [0.1, 0.0, 0.0], [0.0, 0.0, 0.0], [0.0, 0.0, 0.0], [0.0, 0.0, 0.0], [-0.1, 0.0, 0.0], [0.0, 0.0, 0.0], [0.0, 0.0, 0.0], [0.0, 0.0, 0.0], [0.0, 0.0, 0.0], [0.0, 0.0, 0.0], [0.1, 0.0, 0.0], [0.0, 0.1, 0.0], [0.0, 0.0, 0.0], [0.0, 0.0, 0.0], [0.0, 0.0, 0.0], [0.0, 0.0, 0.0], [0.0, 0.0, 0.0], [0.0, 0.0, 0.0], [0.0, -0.1, 0.0], [0.0, 0.0, 0.0], [0.0, 0.0, 0.0], [-0.1, 0.0, 0.0], [0.0, 0.0, 0.0], [0.0, 0.0, 0.0], [-0.1, 0.0, 0.0], [0.0, 0.0, 0.0], [0.0, 0.0, 0.0], [0.1, 0.0, 0.1], [-0.1, 0.0, -0.1], [0.0, 0.0, 0.0], [0.0, 0.0, 0.0], [0.1, 0.0, 0.0], [-0.1, -0.2, 0.3], [0.0, 0.0, 0.0], [0.0, 0.0, 0.0], [0.0, 0.0, 0.0], [0.0, 0.0, 0.0], [0.0, 0.0, 0.0], [0.0, 0.0, 0.0], [0.0, 0.0, 0.0], [0.0, 0.0, 0.0], [0.1, 0.0, 0.0], [0.0, -0.1, 0.0], [0.1, 0.0, 0.0], [-0.1, 0.0, 0.1], [0.0, 0.1, 0.0], [0.0, 0.0, 0.0], [0.0, 0.0, 0.0], [0.0, 0.0, 0.1], [0.0, -0.1, 0.0], [0.0, 0.0, 0.0], [0.0, 0.1, 0.1], [0.1, -0.1, 0.0], [-0.1, -0.1, -0.1], [0.0, 0.0, 0.0], [0.0, 0.0, 0.0], [-0.1, 0.0, 0.1], [0.0, 0.0, 0.0], [0.0, 0.0, 0.0], [0.0, 0.0, 0.0], [0.0, 0.0, 0.0], [0.0, 0.0, 0.0], [0.0, 0.0, 0.0], [0.0, 0.0, 0.0], [0.0, 0.0, 0.0], [0.0, 0.0, 0.0], [0.0, 0.0, 0.0], [0.0, 0.0, 0.0], [0.0, 0.0, 0.0], [0.0, 0.0, 0.0], [0.0, 0.0, 0.0]], "lowdin_charge": [0.817, -0.039, -0.282, -0.043, -0.043, -0.911, 0.044, 0.574, -0.255, -0.049, -0.084, -0.069, -0.135, 0.125, 0.086, 0.059, 0.064, 0.082, 0.059, 0.102, 0.101, 0.096, 0.107, 0.054, -0.082, -0.131, -0.020, -0.203, 0.141, 0.095, 0.077, 0.118, 0.080, -0.353, -0.042, -0.058, -0.289, -0.062, -0.046, 0.529, -0.323, -0.401, -0.125, -0.691, 1.010, -0.437, -0.311, -0.055, 0.076, 0.076, 0.105, 0.102, 0.120, 0.108, 0.048, 0.061, -0.062, -0.380, -0.083, -0.141, -0.063, -0.096, -0.063, -0.141, -0.372, -0.075, -0.074, -0.276, -0.016, 0.073, 0.078, 0.039, 0.117, 0.011, 0.074, 0.075, 0.104, 0.091, 0.102, 0.118, 0.028, 0.077, 0.079, 0.035, 0.082, 0.082], "s2": 6.063, "total_charge": -1, "homo_lumo_gap_ev": [6.7538, 6.6013], "homo_ev": [-4.45, -4.64], "spin_multiplicity": 5, "total_energy_ev": -88311.1781, "de_lowest_kj_mol": 63.7, "e_lumo_ev": [2.31, 1.96]}

(2)
{"formula": "C32H39AlNO2", "method": "the ωB97M-V functional and the def2-TZVPD basis", "symbols": ["C", "C", "C", "C", "C", "C", "Al", "C", "C", "C", "N", "O", "C", "C", "C", "O", "C", "C", "H", "H", "H", "H", "H", "H", "H", "H", "H", "H", "H", "H", "H", "H", "H", "H", "H", "H", "H", "H", "H", "C", "C", "C", "C", "C", "C", "H", "H", "H", "H", "H", "H", "C", "C", "C", "C", "C", "C", "H", "H", "H", "H", "H", "H", "C", "C", "C", "C", "C", "C", "H", "H", "H", "H", "H", "H"], "coordinates": [[5.3761, 0.4349, 1.9531], [3.8285, 0.2885, 1.9785], [3.2221, -0.3600, 3.1524], [1.7803, -0.4880, 3.2481], [0.8585, 0.0084, 2.1987], [-0.6648, -0.1679, 2.4600], [-1.8597, -0.0968, 0.8017], [-3.3997, -1.4336, 0.7757], [-4.1972, -1.6240, 2.1533], [-3.9072, -0.5628, 3.2506], [-4.2657, 0.8473, 3.1701], [-3.3711, -0.9564, 4.2781], [-2.6239, 1.7499, 0.3610], [-1.3852, 2.8346, 0.2896], [-0.9339, 3.4125, 1.7561], [-1.7385, 4.2110, 0.6423], [1.4646, 0.6102, 1.0249], [2.9306, 0.7430, 0.9308], [5.6692, 1.4470, 2.3485], [5.8180, -0.3302, 2.6542], [5.8414, 0.2376, 0.9547], [3.9150, -0.7371, 3.9420], [1.3667, -0.9849, 4.1625], [-0.7917, -1.1825, 2.9438], [-1.0425, 0.5773, 3.2248], [-0.9056, -0.4839, -0.4499], [-3.1267, -2.4627, 0.4026], [-4.1486, -1.0454, 0.0182], [-3.9462, -2.6359, 2.5650], [-5.3151, -1.6450, 1.9716], [-3.3675, 1.3486, 3.0932], [-4.6255, 1.1620, 4.0801], [-3.0421, 1.8177, -0.6819], [-3.3079, 2.1872, 1.1288], [-0.5514, 2.6507, -0.4793], [-1.7951, 3.5640, 2.4587], [-0.2254, 4.2746, 1.8195], [0.8083, 0.9642, 0.2047], [3.3393, 1.2286, 0.0169], [-0.5256, 0.1619, -5.0985], [0.0673, 0.5225, -3.8945], [0.6772, -0.4422, -3.1027], [0.7027, -1.7670, -3.5195], [0.1132, -2.1277, -4.7251], [-0.5049, -1.1642, -5.5132], [-1.0046, 0.9149, -5.7143], [0.0529, 1.5574, -3.5722], [1.1327, -0.1619, -2.1608], [1.1823, -2.5185, -2.9036], [0.1346, -3.1619, -5.0506], [-0.9697, -1.4467, -6.4511], [-6.2610, -5.9409, -0.4415], [-6.6446, -4.7482, 0.1603], [-6.3324, -3.5346, -0.4394], [-5.6442, -3.5139, -1.6462], [-5.2635, -4.7055, -2.2499], [-5.5681, -5.9195, -1.6457], [-6.5018, -6.8877, 0.0286], [-7.1869, -4.7649, 1.0989], [-6.6250, -2.6043, 0.0328], [-5.4046, -2.5672, -2.1157], [-4.7277, -4.6882, -3.1920], [-5.2662, -6.8493, -2.1141], [6.3023, 3.1285, -0.1849], [6.5434, 4.3289, 0.4715], [7.6342, 5.1114, 0.1122], [8.4788, 4.6976, -0.9110], [8.2354, 3.4987, -1.5700], [7.1498, 2.7120, -1.2043], [5.4541, 2.5175, 0.0977], [5.8805, 4.6546, 1.2649], [7.8257, 6.0447, 0.6290], [9.3270, 5.3102, -1.1947], [8.8934, 3.1766, -2.3693], [6.9631, 1.7742, -1.7147]], "atomic_forces_ev_per_a": [[-0.3, -0.3, 0.4], [-1.8, -0.6, 0.3], [-1.1, 0.9, -1.8], [1.1, 0.7, -1.2], [1.6, -0.1, 0.8], [0.3, -0.1, 0.2], [0.0, -0.3, -0.6], [-1.2, -0.2, 0.2], [-0.5, 0.2, -0.8], [0.6, -1.4, 1.5], [0.2, 0.0, -0.5], [-0.5, 0.3, -0.6], [2.3, 2.1, -0.4], [-1.0, 0.5, 3.0], [-2.7, 2.9, -2.9], [0.7, -2.4, -1.7], [1.4, -0.6, 1.8], [-0.8, -0.6, 1.3], [-0.1, -0.9, -0.6], [-0.4, 0.8, -0.6], [-0.5, 0.4, 0.7], [-0.8, 0.3, -0.6], [0.2, 0.6, -1.0], [0.1, 1.0, -0.4], [0.7, -0.6, -0.6], [0.1, 0.0, -0.2], [-0.1, 1.0, 0.4], [0.8, -0.3, 0.6], [-0.1, 1.2, 0.0], [1.0, 0.2, 0.2], [-0.5, -0.2, -0.3], [0.3, -0.6, -0.3], [-0.1, -0.2, 1.0], [0.2, -0.3, -0.9], [-1.3, 0.6, 1.2], [1.4, -1.4, 0.3], [0.6, -1.9, 0.6], [0.7, -0.3, 0.7], [-0.2, -0.4, 0.7], [0.0, 0.0, 0.0], [0.0, 0.0, 0.0], [0.1, 0.0, 0.0], [0.0, 0.0, -0.1], [0.0, 0.0, 0.0], [0.0, 0.0, 0.0], [0.0, 0.0, 0.0], [0.0, -0.1, 0.0], [-0.1, -0.1, 0.0], [-0.1, 0.0, 0.0], [0.0, 0.0, 0.0], [0.0, 0.0, 0.0], [0.0, 0.0, 0.0], [0.0, 0.0, 0.0], [0.0, 0.0, 0.0], [0.0, 0.0, 0.0], [0.0, 0.0, 0.0], [0.0, 0.0, 0.0], [0.0, 0.0, 0.0], [0.0, 0.0, 0.0], [0.1, 0.0, 0.0], [0.0, 0.0, 0.1], [0.0, 0.0, 0.1], [0.0, 0.0, 0.0], [0.0, 0.0, 0.0], [0.0, 0.0, 0.0], [0.0, 0.0, 0.0], [0.0, 0.0, 0.0], [0.0, 0.0, 0.0], [0.0, 0.1, 0.0], [0.0, 0.1, 0.0], [0.0, 0.0, 0.0], [0.0, 0.0, 0.0], [0.0, 0.0, 0.0], [0.0, 0.0, 0.0], [0.0, 0.0, 0.0]], "lowdin_charge": [-0.098, -0.273, -0.067, -0.047, -0.258, -0.220, 0.295, -0.253, -0.193, -0.488, 0.091, 0.029, -0.201, -0.307, -0.029, -0.228, -0.055, -0.049, 0.075, 0.070, 0.069, 0.091, 0.101, 0.062, 0.060, -0.037, 0.046, 0.041, 0.105, 0.092, 0.056, 0.081, 0.050, 0.030, 0.123, 0.090, 0.088, 0.045, 0.085, -0.107, -0.092, -0.099, -0.091, -0.108, -0.114, 0.094, 0.099, 0.085, 0.102, 0.093, 0.092, -0.107, -0.097, -0.097, -0.092, -0.097, -0.107, 0.094, 0.098, 0.097, 0.104, 0.099, 0.095, -0.093, -0.088, -0.102, -0.107, -0.104, -0.090, 0.074, 0.104, 0.097, 0.096, 0.097, 0.102], "total_charge": -1, "homo_lumo_gap_ev": 7.7814, "homo_ev": -5.30, "total_energy_ev": -45995.8439, "e_lumo_ev": 2.48}

(3)
{"formula": "C32H39BrCuGeN4O2S", "method": "the ωB97M-V functional and the def2-TZVPD basis", "symbols": ["Cu", "C", "C", "C", "C", "C", "C", "C", "S", "O", "O", "N", "C", "C", "C", "C", "C", "N", "H", "H", "H", "H", "H", "H", "H", "H", "H", "H", "H", "Br", "C", "C", "C", "C", "C", "C", "N", "C", "C", "C", "C", "C", "C", "N", "H", "H", "H", "H", "H", "H", "H", "H", "H", "C", "C", "C", "C", "Ge", "C", "C", "C", "C", "H", "H", "H", "H", "H", "H", "H", "H", "H", "H", "H", "H", "H", "H", "H", "H", "H", "H", "H"], "coordinates": [[-0.6025, 2.1941, 0.2514], [6.5628, 3.2953, 2.1470], [5.2897, 2.8555, 1.4876], [5.3265, 1.9759, 0.4003], [4.1693, 1.5759, -0.2371], [2.9543, 2.0696, 0.2294], [2.8815, 2.9513, 1.2973], [4.0560, 3.3353, 1.9245], [1.4815, 1.5232, -0.5470], [1.6720, 1.3646, -1.9781], [0.8775, 4.6608, -0.8358], [1.1854, 0.0192, 0.1119], [0.8384, 0.1237, 1.4647], [1.3720, -0.7172, 2.4323], [1.0156, -0.5259, 3.7531], [0.1682, 0.5250, 4.0952], [-0.3097, 1.3320, 3.0903], [-0.0055, 1.1178, 1.7990], [7.2787, 2.4766, 2.2039], [6.3830, 3.6730, 3.1516], [7.0278, 4.0951, 1.5673], [6.2813, 1.6036, 0.0510], [4.2003, 0.9038, -1.0853], [1.9280, 3.3459, 1.6291], [4.0172, 4.0230, 2.7596], [2.0662, -1.4896, 2.1356], [1.4191, -1.1735, 4.5203], [-0.1080, 0.7188, 5.1212], [-0.9675, 2.1664, 3.3001], [-5.0093, -3.7060, 1.5201], [-4.2713, -2.0632, 0.9896], [-3.6742, -1.2379, 1.9338], [-3.1098, -0.0393, 1.5338], [-3.1553, 0.3422, 0.1985], [-3.7678, -0.4822, -0.7412], [-4.3255, -1.6862, -0.3455], [-2.5337, 1.5641, -0.1945], [-3.0610, 2.2996, -1.0932], [-2.3141, 3.4619, -1.5875], [-2.7990, 4.3107, -2.5455], [-1.9766, 5.3648, -2.9691], [-0.7271, 5.5187, -2.4250], [-0.3095, 4.6079, -1.4444], [-1.0818, 3.6121, -1.0413], [-3.6565, -1.5312, 2.9743], [-2.6660, 0.6145, 2.2682], [-3.7779, -0.2145, -1.7908], [-4.7907, -2.3361, -1.0737], [-4.0401, 2.0855, -1.5162], [-3.7858, 4.1653, -2.9612], [-2.3249, 6.0551, -3.7254], [-0.0700, 6.3200, -2.7350], [1.4269, 5.3757, -1.1843], [-2.0819, -3.5952, -2.9182], [-0.6481, -3.3140, -3.3528], [-0.3717, -1.8391, -3.6424], [-0.4878, -0.9302, -2.4102], [0.7357, -1.5400, -1.0208], [-0.0777, -2.7699, 0.2509], [0.8427, -3.8774, 0.7683], [0.1946, -4.7170, 1.8682], [-1.0760, -5.4291, 1.4186], [-2.2412, -4.6592, -2.7453], [-2.7850, -3.2767, -3.6909], [-2.3446, -3.0716, -1.9951], [-0.4246, -3.8935, -4.2498], [0.0512, -3.6876, -2.5909], [-1.0680, -1.4905, -4.4104], [0.6289, -1.7334, -4.0686], [-1.4963, -0.9604, -1.9930], [-0.2544, 0.1005, -2.6771], [2.1021, -1.9713, -1.5588], [-0.9307, -3.2026, -0.2765], [-0.5079, -2.1979, 1.0800], [1.7818, -3.4556, 1.1403], [1.1244, -4.5279, -0.0657], [-0.0281, -4.0714, 2.7259], [0.9206, -5.4531, 2.2186], [-1.8749, -4.7268, 1.1705], [-1.4549, -6.0832, 2.2030], [-0.8857, -6.0465, 0.5378]], "atomic_forces_ev_per_a": [[0.0, 0.0, -0.1], [0.0, 0.0, 0.0], [0.0, 0.0, 0.0], [0.0, 0.0, 0.0], [0.0, 0.0, 0.0], [0.0, 0.0, 0.0], [0.0, 0.0, 0.0], [0.0, 0.0, 0.0], [-0.1, 0.0, 0.0], [0.0, 0.0, 0.0], [0.0, 0.0, 0.0], [-0.1, -0.1, 0.0], [0.1, 0.0, 0.0], [0.0, 0.0, 0.0], [0.0, 0.0, 0.0], [0.0, 0.0, 0.0], [0.0, 0.0, 0.0], [0.0, 0.0, 0.0], [0.0, 0.0, 0.0], [0.0, 0.0, 0.0], [0.0, 0.0, 0.0], [0.0, 0.0, 0.0], [0.0, 0.0, 0.0], [0.0, 0.0, 0.0], [0.0, 0.0, 0.0], [0.0, 0.0, 0.0], [0.0, 0.0, 0.0], [0.0, 0.0, 0.0], [0.0, 0.0, 0.0], [0.0, 0.0, 0.0], [0.0, 0.0, 0.0], [0.0, 0.0, 0.0], [0.0, 0.0, 0.0], [0.0, 0.0, 0.0], [0.0, 0.0, 0.0], [0.0, 0.0, 0.0], [0.0, 0.0, 0.0], [0.0, 0.0, 0.0], [0.0, 0.0, 0.0], [0.0, 0.0, 0.0], [0.0, 0.0, 0.0], [0.0, 0.0, 0.0], [0.0, 0.0, 0.0], [0.0, 0.0, 0.0], [0.0, 0.0, 0.0], [0.0, 0.0, 0.0], [0.0, 0.0, 0.0], [0.0, 0.0, 0.0], [0.0, 0.0, 0.0], [0.0, 0.0, 0.0], [0.0, 0.0, 0.0], [0.0, 0.0, 0.0], [0.0, 0.0, 0.0], [0.0, 0.0, 0.0], [0.0, 0.0, 0.0], [0.0, 0.0, 0.0], [0.0, 0.0, 0.0], [0.0, 0.0, 0.0], [0.0, 0.0, 0.0], [0.0, 0.0, 0.0], [0.0, 0.0, 0.0], [0.0, 0.0, 0.0], [0.0, 0.0, 0.0], [0.0, 0.0, 0.0], [0.0, 0.0, 0.0], [0.0, 0.0, 0.0], [0.0, 0.0, 0.0], [0.0, 0.0, 0.0], [0.0, 0.0, 0.0], [0.0, 0.0, 0.0], [0.0, 0.0, 0.0], [0.0, 0.0, 0.0], [0.0, 0.0, 0.0], [0.0, 0.0, 0.0], [0.0, 0.0, 0.0], [0.0, 0.0, 0.0], [0.0, 0.0, 0.0], [0.0, 0.0, 0.0], [0.0, 0.0, 0.0], [0.0, 0.0, 0.0], [0.0, 0.0, 0.0]], "lowdin_charge": [0.581, -0.027, -0.237, -0.004, -0.035, -0.358, -0.074, -0.014, 0.871, -0.372, 0.108, -0.292, -0.402, 0.022, 0.006, -0.016, -0.104, 0.010, 0.091, 0.086, 0.100, 0.130, 0.126, 0.103, 0.125, 0.124, 0.132, 0.125, 0.131, 0.828, -0.683, -0.096, -0.017, -0.256, -0.032, -0.106, 0.063, -0.015, -0.213, 0.030, 0.013, 0.052, -0.334, 0.094, 0.114, 0.095, 0.121, 0.115, 0.154, 0.134, 0.136, 0.137, 0.147, -0.095, -0.267, -0.270, -0.300, 0.987, -0.304, -0.285, -0.260, -0.099, 0.084, 0.085, 0.036, 0.117, 0.085, 0.116, 0.110, 0.037, 0.049, 0.020, 0.052, 0.065, 0.088, 0.113, 0.104, 0.112, 0.041, 0.080, 0.084], "s2": 0.756, "total_charge": 2, "homo_lumo_gap_ev": [7.0694, 6.0704], "homo_ev": [-13.74, -13.74], "spin_multiplicity": 2, "total_energy_ev": -225892.7089, "de_lowest_kj_mol": 78.0, "e_lumo_ev": [-6.67, -7.66]}